(1)
Density functional theory data (ωB97M-V/def2-TZVPD) for a structure of composition C29H30FMnN7O at a distorted geometry.

The HOMO-LUMO gap (spin up / spin down) comes out at 0.2061 / 0.2088 hartree. The expectation value of S² is 1.043. Its multiplicity is 2. As for the net charge: +2. The calculation puts the LUMO energy (spin up / spin down) at -7.8 / -7.8 eV.

CARTESIAN COORDINATES (ANGSTROEM)
Mn (0.8831, 0.6005, 0.0444)
C (0.4989, 0.0550, 4.1951)
C (0.7775, -0.2742, 2.8703)
N (0.4572, 0.5229, 1.8646)
C (-0.1898, 1.6728, 2.0935)
C (-0.5026, 2.1004, 3.4152)
C (-0.1232, 1.2501, 4.4731)
C (-1.1733, 3.3287, 3.5914)
C (-1.4963, 4.1016, 2.4969)
C (-1.2203, 3.6821, 1.1973)
C (-0.6103, 2.4395, 0.9616)
N (-0.3907, 1.8206, -0.1982)
C (-0.6332, 2.1412, -1.4752)
C (-1.6642, 2.9273, -1.9931)
C (-1.7308, 3.1926, -3.3597)
C (-0.7896, 2.7024, -4.2331)
C (0.2506, 1.8767, -3.7585)
C (1.2666, 1.3561, -4.5856)
C (2.2737, 0.6145, -4.0165)
C (2.2465, 0.3582, -2.6438)
N (1.2757, 0.7831, -1.8490)
C (0.3073, 1.5583, -2.3736)
H (0.7937, -0.6265, 4.9742)
H (1.2795, -1.1975, 2.6152)
H (-0.3300, 1.5470, 5.4890)
H (-1.4191, 3.6527, 4.5910)
H (-1.9908, 5.0506, 2.6415)
H (-1.4591, 4.3320, 0.3693)
H (-2.4355, 3.3030, -1.3395)
H (-2.5392, 3.8003, -3.7308)
H (-0.8358, 2.9392, -5.2850)
H (1.2451, 1.5597, -5.6454)
H (3.0877, 0.2196, -4.6044)
H (3.0445, -0.2135, -2.1879)
C (-2.9750, 0.2333, -0.2373)
N (-2.7002, -1.1838, -0.2559)
C (-3.8858, -2.0163, -0.4241)
C (-3.6273, -3.4310, 0.0555)
C (-2.3477, -3.8911, -0.6184)
N (-1.2601, -2.9936, -0.2618)
C (-0.0464, -3.6400, 0.1767)
C (-1.4341, -1.6561, -0.2361)
O (-0.4265, -0.8768, -0.1963)
H (-3.9749, 0.3951, 0.1617)
H (-2.9290, 0.6645, -1.2410)
H (-2.2631, 0.7318, 0.4145)
H (-4.1815, -2.0100, -1.4812)
H (-4.7011, -1.5698, 0.1494)
H (-4.4590, -4.0779, -0.2167)
H (-3.5062, -3.4493, 1.1408)
H (-2.4847, -3.8867, -1.7051)
H (-2.0769, -4.9000, -0.3105)
H (-0.3017, -4.3865, 0.9288)
H (0.6249, -2.9114, 0.6184)
H (0.4472, -4.1486, -0.6525)
N (3.6277, 0.6645, 1.9832)
C (3.5756, -0.4011, 1.1622)
C (4.6265, -1.3431, 1.2397)
C (4.5840, -2.4965, 0.5078)
C (3.4809, -2.7109, -0.3242)
C (2.5118, -1.7437, -0.3873)
N (2.5128, -0.6061, 0.3428)
H (4.4908, 0.8312, 2.4767)
H (3.0701, 1.4816, 1.7946)
H (5.4550, -1.1243, 1.8929)
H (5.3825, -3.2182, 0.5564)
H (3.3950, -3.6049, -0.9181)
H (1.6703, -1.8706, -1.0553)
F (1.9718, 1.9695, 0.3152)

Forces on the atoms, in the same order (eV/Å):
0.76 -1.42 -0.78
-0.15 0.20 0.06
0.01 0.00 -0.15
-0.53 -0.01 1.40
-1.01 1.15 1.38
0.21 -0.13 -0.58
0.10 -0.17 -0.23
0.00 0.10 -0.33
0.00 0.01 0.47
0.45 -0.78 -0.43
-1.19 1.75 2.02
1.24 -1.13 0.27
-0.87 0.94 -2.15
0.59 -0.45 0.55
0.06 -0.02 -0.41
-0.14 0.00 0.29
0.04 -0.18 0.46
0.17 -0.18 0.32
-0.20 0.17 -0.22
-0.02 -0.05 0.24
0.18 -0.02 -1.02
-0.61 0.85 -1.25
0.01 -0.06 0.14
0.07 0.01 -0.01
-0.03 0.01 0.16
-0.04 0.07 0.08
0.01 0.06 0.02
-0.09 -0.01 -0.07
-0.04 0.11 0.09
-0.10 0.09 -0.06
-0.02 0.03 -0.10
0.05 0.02 -0.11
0.03 0.00 -0.04
-0.08 0.03 0.00
0.22 0.31 -0.06
0.21 0.03 0.09
-0.30 -0.48 0.09
0.14 0.09 -0.25
-0.54 -0.08 -0.01
-0.07 0.19 -0.03
0.27 0.09 0.08
0.01 -0.06 0.00
-0.08 -0.63 -0.05
0.05 -0.06 -0.01
-0.01 0.02 0.07
-0.17 -0.02 -0.09
-0.01 -0.03 0.12
0.12 0.02 -0.07
-0.02 0.01 0.03
-0.04 -0.03 -0.02
0.06 -0.13 0.05
0.04 0.07 -0.05
0.04 -0.02 0.04
-0.01 -0.09 -0.02
0.11 0.03 0.00
-0.07 0.39 0.28
-0.01 -0.37 -0.09
-0.03 -0.12 -0.13
-0.19 0.32 0.08
-0.22 0.17 -0.17
0.31 -0.55 -0.16
0.53 -0.18 0.17
-0.07 -0.10 -0.05
-0.08 0.01 -0.28
0.13 0.01 0.08
0.12 -0.08 0.07
-0.03 -0.07 -0.12
-0.02 0.06 0.07
0.74 0.25 0.34

(2)
Density functional theory data (ωB97M-V/def2-TZVPD) for a structure of composition C4H9NiO3 at a distorted geometry.

The HOMO-LUMO gap (spin up / spin down) comes out at 0.2853 / 0.2683 hartree. The expectation value of S² is 3.764. Its multiplicity is 4. As for the energy above the lowest of the compared OMol25 structures with the same formula, charge and spin: 0.00 kcal per mole. The calculation puts the LUMO energy (spin up / spin down) at -0.4 / -1.5 eV.

CARTESIAN COORDINATES (ANGSTROEM)
C (2.2868, -0.1552, -2.1059)
O (1.4773, 0.8086, -1.6228)
H (2.9462, 0.1872, -2.9257)
H (2.8524, -0.6840, -1.3134)
H (1.5971, -0.9425, -2.5436)
O (-2.7876, 0.2771, 0.3754)
C (-1.9163, 1.2529, 0.8717)
C (-0.4288, 0.8518, 0.9307)
O (-0.0227, -0.2715, 1.7019)
C (-0.2386, -1.5881, 1.1158)
Ni (-2.1746, -1.4527, 0.3535)
H (-2.2025, 1.4918, 1.9185)
H (-1.9504, 2.1733, 0.2536)
H (0.3756, 1.6709, 0.7460)
H (-0.3161, 0.4287, -0.0695)
H (-0.0682, -2.2964, 1.9418)
H (0.5702, -1.7519, 0.3721)

Forces on the atoms, in the same order (eV/Å):
0.10 -0.87 -0.31
-0.12 0.27 0.01
-0.21 -0.13 0.20
-0.11 0.17 -0.22
0.44 0.57 0.23
0.65 -1.15 -0.13
0.57 0.67 1.75
1.09 -0.91 -3.55
-0.42 0.03 1.11
-0.24 1.12 -0.04
1.02 1.04 0.58
-0.27 0.20 -0.48
-0.11 -0.38 0.26
-1.42 -1.02 1.62
-0.08 0.20 -0.74
-0.31 0.21 -0.30
-0.59 -0.02 0.01

(3)
Density functional theory data (ωB97M-V/def2-TZVPD) for the molecule C3H4INO at a distorted geometry.

The HOMO-LUMO gap comes out at 0.3154 hartree. As for the energy above the lowest of the compared OMol25 structures with the same formula, charge and spin: 23.88 kcal per mole. The calculation puts the LUMO energy at -1.0 eV.

CARTESIAN COORDINATES (ANGSTROEM)
C (1.1091, -0.7269, -0.1268)
C (-0.0864, -0.0699, -0.2581)
C (-1.5053, -0.6133, 0.1366)
N (-2.4348, 0.4270, 0.2765)
O (-1.7229, -1.8131, 0.1259)
I (-4.5214, 0.0187, -0.0323)
H (2.0413, -0.3172, -0.3766)
H (1.1685, -1.6220, 0.4515)
H (-0.1260, 0.8740, -0.7662)
H (-2.2280, 1.3332, 0.4909)

Forces on the atoms, in the same order (eV/Å):
-3.46 0.91 0.93
0.93 -1.30 0.53
1.35 0.09 -0.85
-2.04 -4.64 -0.98
-0.47 1.52 0.28
2.03 0.33 0.48
0.91 0.75 -0.75
-0.22 -0.72 0.07
0.11 0.43 -0.15
0.86 2.63 0.45

(4)
Density functional theory data (ωB97M-V/def2-TZVPD) for the molecule C9H8N2O at a distorted geometry.

The HOMO-LUMO gap comes out at 0.3173 hartree. As for the energy above the lowest of the compared OMol25 structures with the same formula, charge and spin: 47.78 kcal per mole. The calculation puts the LUMO energy at -0.1 eV.

CARTESIAN COORDINATES (ANGSTROEM)
C (3.9076, -0.2871, -0.0171)
C (1.6736, 0.2572, 0.0482)
C (0.5876, 1.1245, 0.0607)
C (-0.6906, 0.5847, 0.0652)
C (-1.8709, 1.3960, -0.0206)
C (-3.1157, 0.8228, -0.0406)
C (-3.2465, -0.6556, -0.0719)
C (-2.1394, -1.4311, -0.0384)
C (-0.8321, -0.7914, 0.0976)
H (4.0237, -0.7618, 0.9935)
H (4.8899, 0.2483, -0.2649)
H (3.8075, -1.0482, -0.8220)
H (0.6332, 2.2391, 0.0690)
H (-1.8346, 2.4748, -0.0353)
H (-4.0585, 1.4139, 0.0902)
H (-4.2185, -1.0903, -0.0009)
H (-2.2075, -2.5689, -0.0682)
N (0.2860, -1.5681, 0.0412)
N (1.4806, -1.1024, -0.0021)
O (2.9245, 0.7437, -0.0834)

Forces on the atoms, in the same order (eV/Å):
2.85 0.32 -0.64
-1.30 0.15 -0.72
0.55 0.95 0.28
-0.80 0.89 -0.19
-1.30 -0.25 0.19
-0.25 -1.31 0.51
0.68 1.88 0.47
0.81 -1.05 0.40
0.25 -1.38 -1.02
-0.49 0.43 -0.95
-1.34 -0.62 0.56
-0.33 0.43 0.78
0.54 -1.08 -0.09
0.41 0.13 0.09
1.13 -0.45 -0.51
-0.51 -0.20 -0.31
0.27 1.77 0.11
-1.02 -0.98 0.11
0.28 1.45 0.42
-0.43 -1.07 0.53